[1]
{
  "formula": "C6H13NO2",
  "method": "the ωB97M-V functional and the def2-TZVPD basis",
  "symbols": ["C", "C", "C", "C", "N", "C", "C", "O", "O", "H", "H", "H", "H", "H", "H", "H", "H", "H", "H", "H", "H", "H"],
  "positions_angstrom": [[1.605, 0.065, 2.216], [1.056, -0.673, 1.263], [0.251, -1.902, 1.556], [1.203, -0.306, -0.199], [0.418, 0.838, -0.649], [-1.024, 0.706, -0.947], [-1.186, 1.428, -2.285], [-1.407, -0.639, -1.027], [-1.816, 1.331, 0.013], [1.499, -0.181, 3.260], [2.158, 0.963, 1.994], [0.802, -2.786, 1.231], [-0.687, -1.880, 1.003], [0.046, -2.001, 2.620], [0.934, -1.152, -0.834], [2.249, -0.047, -0.395], [0.546, 1.626, -0.025], [-0.250, 1.066, -2.824], [-1.039, 2.491, -2.139], [-2.183, 1.258, -2.679], [-1.295, -0.949, -1.931], [-1.881, 0.743, 0.778]],
  "multiplicity": 1,
  "gap_ev": 9.54,
  "relative_energy_kcal_mol": 37.7
}

***

[2]
{
  "formula": "C19H20BrClF5N5O5PtS",
  "method": "the ωB97M-V functional and the def2-TZVPD basis",
  "symbols": ["Pt", "C", "N", "C", "C", "N", "N", "C", "N", "N", "H", "H", "H", "H", "H", "H", "H", "H", "H", "H", "H", "F", "C", "F", "H", "Cl", "C", "C", "C", "C", "C", "C", "C", "O", "O", "H", "H", "H", "H", "Br", "C", "C", "C", "C", "C", "C", "H", "H", "H", "H", "F", "C", "F", "F", "S", "O", "O", "O"],
  "positions_angstrom": [[-1.002, 0.814, -1.061], [-0.559, 2.024, 4.164], [0.056, 2.319, 2.873], [0.242, 3.742, 2.622], [-0.182, 1.532, 1.775], [-0.364, 1.960, 0.588], [-0.112, 0.164, 2.048], [-0.421, -0.915, 1.265], [-0.372, -2.116, 1.929], [-0.772, -0.822, 0.031], [-1.395, 2.704, 4.347], [0.170, 2.145, 4.966], [-0.960, 1.015, 4.200], [0.596, 4.204, 3.542], [-0.688, 4.235, 2.320], [0.995, 3.892, 1.851], [-0.481, 2.965, 0.513], [0.220, -0.066, 2.968], [0.325, -2.211, 2.652], [-0.410, -2.930, 1.335], [-1.012, -1.707, -0.407], [0.533, -2.653, -2.411], [1.540, -1.814, -2.124], [2.473, -1.938, -3.076], [1.185, -0.786, -2.052], [3.813, -3.620, 5.340], [3.488, -2.992, 3.763], [3.145, -3.866, 2.739], [2.874, -3.357, 1.478], [2.946, -1.988, 1.249], [3.317, -1.127, 2.277], [3.583, -1.623, 3.542], [2.581, -1.367, -0.057], [2.702, -0.203, -0.303], [2.071, -2.286, -0.914], [3.095, -4.928, 2.932], [2.603, -4.026, 0.673], [3.385, -0.067, 2.069], [3.873, -0.966, 4.350], [-2.919, -3.041, -6.203], [-2.407, -1.929, -4.748], [-2.917, -2.178, -3.487], [-2.525, -1.364, -2.432], [-1.633, -0.300, -2.600], [-1.164, -0.071, -3.897], [-1.537, -0.874, -4.965], [-3.617, -2.989, -3.334], [-2.962, -1.555, -1.455], [-0.496, 0.762, -4.083], [-1.156, -0.681, -5.959], [-1.789, 4.619, -4.126], [-2.781, 4.139, -3.373], [-3.350, 3.123, -4.017], [-3.686, 5.100, -3.199], [-2.155, 3.591, -1.740], [-1.480, 4.722, -1.168], [-3.305, 3.073, -1.042], [-1.201, 2.513, -2.165]],
  "multiplicity": 1,
  "gap_ev": 7.21,
  "relative_energy_kcal_mol": 9.8
}

***

[3]
{
  "formula": "ClH18O9",
  "method": "the ωB97M-V functional and the def2-TZVPD basis",
  "symbols": ["Cl", "O", "H", "H", "O", "H", "H", "O", "H", "H", "O", "H", "H", "O", "H", "H", "O", "H", "H", "O", "H", "H", "O", "H", "H", "O", "H", "H"],
  "positions_angstrom": [[14.983, -14.703, -6.352], [13.117, -16.911, -8.173], [13.410, -16.425, -8.943], [13.210, -16.293, -7.448], [14.580, -18.115, -4.519], [15.431, -18.509, -4.710], [14.559, -17.320, -5.052], [17.761, -15.615, -4.122], [18.108, -14.773, -3.827], [17.080, -15.385, -4.755], [16.513, -12.719, -4.187], [16.138, -11.838, -4.223], [16.086, -13.191, -4.902], [18.179, -14.515, -7.236], [18.080, -14.440, -8.185], [17.285, -14.467, -6.896], [12.187, -13.483, -5.097], [11.591, -13.870, -5.738], [12.988, -14.001, -5.171], [15.490, -15.370, -9.527], [16.286, -14.896, -9.769], [15.367, -15.176, -8.598], [14.187, -11.565, -5.202], [13.906, -12.313, -5.729], [13.454, -10.950, -5.247], [15.709, -11.941, -8.314], [16.540, -11.557, -8.036], [15.411, -12.444, -7.556]],
  "multiplicity": 1,
  "gap_ev": 10.29,
  "charge": -1,
  "relative_energy_kcal_mol": 7.3
}

***

[4]
{
  "formula": "C2H14N2O3",
  "method": "the ωB97M-V functional and the def2-TZVPD basis",
  "symbols": ["N", "C", "C", "N", "H", "H", "H", "H", "H", "H", "H", "H", "O", "H", "H", "O", "H", "H", "O", "H", "H"],
  "positions_angstrom": [[0.054, -0.929, 1.918], [-0.380, 0.197, 1.055], [0.681, 1.299, 1.072], [0.391, 2.509, 0.251], [1.041, -1.082, 1.826], [-0.194, -0.644, 2.853], [-0.506, -0.196, 0.050], [-1.286, 0.625, 1.479], [1.627, 0.886, 0.706], [0.877, 1.571, 2.111], [0.447, 3.289, 0.888], [-0.573, 2.456, -0.060], [1.372, 1.076, -1.970], [1.046, 1.776, -1.379], [1.206, 1.365, -2.852], [-2.714, -2.781, -0.769], [-1.827, -2.414, -0.864], [-2.620, -3.721, -0.976], [0.195, -2.091, -1.681], [0.677, -1.471, -1.122], [0.486, -1.722, -2.537]],
  "multiplicity": 1,
  "gap_ev": 10.17,
  "relative_energy_kcal_mol": 17.9
}

***

[5]
{
  "formula": "C39H44F2N7O3S2SbSe4Ti",
  "method": "the ωB97M-V functional and the def2-TZVPD basis",
  "symbols": ["Ti", "N", "C", "C", "C", "C", "C", "C", "S", "O", "O", "N", "C", "N", "C", "C", "C", "N", "H", "H", "H", "H", "H", "H", "H", "H", "H", "C", "C", "C", "C", "C", "C", "C", "C", "C", "C", "C", "C", "N", "C", "C", "C", "C", "C", "C", "F", "H", "H", "H", "H", "H", "H", "H", "H", "H", "H", "H", "H", "H", "H", "H", "H", "H", "H", "H", "H", "H", "C", "C", "C", "N", "C", "S", "N", "C", "O", "C", "C", "C", "C", "C", "C", "H", "H", "H", "H", "H", "H", "H", "H", "H", "H", "H", "H", "H", "H", "F", "Se", "Sb", "Se", "Se", "Se"],
  "positions_angstrom": [[0.374, 0.304, 0.033], [-4.165, 7.276, 0.277], [-3.172, 6.286, 0.350], [-2.725, 5.827, 1.590], [-1.722, 4.880, 1.666], [-1.160, 4.377, 0.498], [-1.589, 4.827, -0.737], [-2.588, 5.786, -0.810], [0.110, 3.155, 0.639], [1.079, 3.697, 1.537], [0.474, 2.747, -0.712], [-0.592, 1.802, 1.171], [-0.408, 1.388, 2.479], [-0.613, 2.174, 3.525], [-0.307, 1.634, 4.706], [0.159, 0.342, 4.851], [0.280, -0.410, 3.691], [-0.015, 0.109, 2.513], [-4.767, 7.306, 1.084], [-4.699, 7.256, -0.577], [-3.170, 6.219, 2.498], [-1.375, 4.506, 2.622], [-1.142, 4.418, -1.633], [-2.921, 6.153, -1.776], [-0.440, 2.275, 5.571], [0.440, -0.059, 5.813], [0.644, -1.431, 3.698], [-0.039, -2.260, -3.631], [-0.572, -2.701, -2.266], [-0.615, -4.227, -2.154], [-1.936, -2.095, -1.994], [-2.949, -2.344, -2.911], [-4.222, -1.838, -2.721], [-4.467, -1.072, -1.600], [-3.490, -0.797, -0.637], [-4.019, 0.097, 0.492], [-3.863, 1.576, 0.127], [-3.551, -0.173, 1.919], [-2.191, -1.329, -0.830], [-1.116, -1.237, 0.118], [-1.002, -2.424, 0.840], [-2.077, -3.274, 1.157], [-1.911, -4.439, 1.892], [-0.657, -4.829, 2.338], [0.440, -4.051, 1.991], [0.248, -2.908, 1.248], [1.338, -2.237, 0.839], [0.963, -2.664, -3.792], [0.039, -1.173, -3.669], [-0.677, -2.611, -4.450], [0.120, -2.323, -1.519], [-1.305, -4.660, -2.884], [-0.936, -4.538, -1.157], [0.378, -4.646, -2.337], [-2.738, -2.947, -3.787], [-5.011, -2.040, -3.437], [-5.466, -0.676, -1.439], [-5.099, -0.093, 0.497], [-2.817, 1.871, 0.106], [-4.373, 2.201, 0.867], [-4.292, 1.782, -0.858], [-2.473, -0.123, 2.006], [-3.866, -1.155, 2.266], [-3.990, 0.574, 2.586], [-3.062, -3.019, 0.795], [-2.780, -5.048, 2.114], [-0.526, -5.732, 2.919], [1.454, -4.321, 2.259], [-1.554, 4.671, -6.449], [-1.733, 4.703, -4.937], [-3.082, 4.156, -4.483], [-3.283, 2.759, -4.823], [-2.814, 1.745, -4.064], [-1.905, 1.939, -2.711], [-3.119, 0.466, -4.530], [-4.202, 0.001, -5.254], [-4.132, -1.039, -5.874], [-5.503, 0.746, -5.163], [-6.338, 0.748, -6.273], [-7.578, 1.366, -6.209], [-7.995, 1.956, -5.025], [-7.172, 1.931, -3.905], [-5.923, 1.334, -3.973], [-0.584, 5.075, -6.739], [-2.327, 5.257, -6.954], [-1.602, 3.648, -6.830], [-1.642, 5.730, -4.572], [-0.947, 4.124, -4.448], [-3.899, 4.721, -4.943], [-3.173, 4.240, -3.400], [-3.632, 2.544, -5.742], [-2.486, -0.257, -4.204], [-6.003, 0.252, -7.176], [-8.223, 1.377, -7.079], [-8.967, 2.431, -4.970], [-7.502, 2.376, -2.975], [-5.281, 1.306, -3.101], [0.654, 0.022, -1.729], [6.067, -1.431, 0.548], [5.239, 0.482, 1.738], [5.902, 2.668, 1.018], [4.680, 0.172, 4.073], [2.474, 0.468, 0.828]],
  "multiplicity": 1,
  "gap_ev": 4.81,
  "charge": -2,
  "relative_energy_kcal_mol": 32.1
}